Record 1
DFT (wB97M-V/def2-TZVPD) results for a molecular structure, C16H20N4SSiTa at a distorted geometry.

Computed properties:
highest occupied orbital energy (spin up / spin down)	-0.64471 / -0.66548	hartree
energy	-1584.28499	Eh
strongest force on any atom	1.54	eV/Å

Structure (ORCA input):
```
! wB97M-V def2-TZVPD RIJCOSX def2/J DEFGRID3
* xyz 3 1
C 3.13923 0.09997 -0.14969
H 2.67608 -2.93737 -2.69567
H 3.00394 2.39822 2.34942
H 2.35286 -4.39544 0.71252
C 0.60485 3.24183 -1.24928
H 1.53368 -1.60536 -2.80039
Si 1.79184 -2.39349 -0.49084
C -1.75091 3.56624 -0.74437
H 0.96974 -3.29735 -2.60236
H 0.82680 -1.26880 1.98725
Ta -0.50274 -0.39881 0.51682
N -2.37063 -1.07415 -0.73486
H -4.37547 -1.57927 -0.54147
H 1.37577 1.28719 -0.97515
H -4.41424 -2.25720 2.95086
H 0.70742 -4.50866 0.09904
C -1.85013 2.24183 -0.38641
C -0.38682 5.45694 -1.50160
H 1.07446 -3.56600 1.57351
H 1.25156 0.86296 3.17793
H 3.67037 -0.08336 -1.07675
S -1.86186 -1.66242 2.09097
H -2.81720 1.89596 -0.03451
H 1.54433 3.64916 -1.59875
C -0.51119 4.06990 -1.16444
H -5.40357 -2.13404 1.54584
C 2.75288 1.51372 1.77753
C 3.43443 1.24004 0.59504
H -2.60538 4.22800 -0.69531
H 4.20459 1.91982 0.25164
C 0.49766 1.90930 -0.88979
H -2.13758 -1.80937 -1.40929
C 1.41842 -3.83213 0.57352
N -3.51228 -1.47247 -0.02154
C 1.76492 0.65042 2.24812
N -4.48262 -2.05501 1.96119
C 1.71922 -2.56087 -2.30863
C 1.49999 -0.51545 1.53416
N -0.28407 6.57189 -1.75977
C 2.18517 -0.80811 0.32128
H -2.59634 -0.24726 -1.28675
C -0.72484 1.38128 -0.43400
C -3.41233 -1.72230 1.28497
*
```

Per-atom Mulliken charges, elementary charge units: atom 1 (C): -0.4825, atom 2 (H): 0.4033, atom 3 (H): 0.5189, atom 4 (H): 0.3853, atom 5 (C): -0.9201, atom 6 (H): 0.3603, atom 7 (Si): 0.2596, atom 8 (C): -0.9598, atom 9 (H): 0.4058, atom 10 (H): 1.1048, atom 11 (Ta): 1.0480, atom 12 (N): -0.7561, atom 13 (H): 0.2532, atom 14 (H): 0.5719, atom 15 (H): 0.2398, atom 16 (H): 0.4069, atom 17 (C): 0.2023, atom 18 (C): -0.3574, atom 19 (H): 0.3776, atom 20 (H): 0.5020, atom 21 (H): 0.4981, atom 22 (S): -0.3588, atom 23 (H): 0.4222, atom 24 (H): 0.5261, atom 25 (C): 0.5505, atom 26 (H): 0.2457, atom 27 (C): -0.4992, atom 28 (C): -0.7118, atom 29 (H): 0.5125, atom 30 (H): 0.4952, atom 31 (C): -0.6063, atom 32 (H): 0.3276, atom 33 (C): -0.9714, atom 34 (N): -0.2130, atom 35 (C): -0.6816, atom 36 (N): -0.3593, atom 37 (C): -1.0181, atom 38 (C): -0.6222, atom 39 (N): -0.2793, atom 40 (C): 0.4108, atom 41 (H): 0.4333, atom 42 (C): 0.4240, atom 43 (C): 0.9110

Record 2
DFT (wB97M-V/def2-TZVPD) results for a single C9H15NO molecule at a distorted geometry.

Computed properties:
highest occupied orbital energy (spin up / spin down)	-0.26242 / -0.28575	hartree
energy	-481.76131	Eh
strongest force on any atom	3.76	eV/Å

Structure (ORCA input):
```
! wB97M-V def2-TZVPD RIJCOSX def2/J DEFGRID3
* xyz 0 1
C 0.08579 0.62741 0.04137
H 3.94729 -1.10616 0.39044
H -2.09326 0.72009 -1.21283
O 1.11561 0.00974 -3.29853
H 3.89237 -0.88327 2.32299
H -0.80261 -0.97285 1.09483
H 1.62560 -0.30912 2.28622
C -2.32971 0.11186 -0.28246
H -0.86788 2.38612 0.83112
C 2.13161 -0.25377 1.31143
C 0.05971 1.83202 0.98096
C 1.46692 -0.03745 0.06129
C 1.37346 -0.76147 -2.44278
H 0.73367 2.69869 0.61171
C -0.91802 -0.44226 0.15871
H -3.24776 -1.97559 -0.32618
C -3.47487 -0.88459 -0.62300
H 0.32068 1.64512 2.01282
H -2.69604 0.79188 0.52055
H -4.33704 -0.56186 -0.14219
H -0.53589 -1.23698 -0.60909
H -3.68645 -1.02541 -1.74640
H 2.99410 -0.54709 -1.16632
C 3.41934 -0.70744 1.30625
N 1.99214 -0.23964 -1.16196
H -0.16878 1.12200 -0.91893
*
```

Per-atom Mulliken charges, elementary charge units: atom 1 (C): 0.4380, atom 2 (H): 0.1854, atom 3 (H): 0.2384, atom 4 (O): -0.3306, atom 5 (H): 0.2439, atom 6 (H): 0.3262, atom 7 (H): 0.2850, atom 8 (C): -0.3229, atom 9 (H): 0.4716, atom 10 (C): -0.3789, atom 11 (C): -1.5983, atom 12 (C): 0.5691, atom 13 (C): -0.2707, atom 14 (H): 0.3456, atom 15 (C): -0.5515, atom 16 (H): 0.2782, atom 17 (C): -1.1520, atom 18 (H): 0.2839, atom 19 (H): 0.2612, atom 20 (H): 0.3682, atom 21 (H): 0.3114, atom 22 (H): 0.2737, atom 23 (H): 0.2253, atom 24 (C): -0.8524, atom 25 (N): 0.0281, atom 26 (H): 0.3241

Record 3
DFT (wB97M-V/def2-TZVPD) results for 6 unconnected molecules or ions with the total composition C24H48O18 at a distorted geometry.

Computed properties:
highest occupied orbital energy	-0.38140	hartree
energy	-2297.55349	Eh
structure (SMILES)	CCOC(=O)OC.CCOC(=O)OC.CCOC(=O)OC.CCOC(=O)OC.CCOC(=O)OC.CCOC(=O)OC
strongest force on any atom	6.36	eV/Å

Structure (ORCA input):
```
! wB97M-V def2-TZVPD RIJCOSX def2/J DEFGRID3
* xyz 0 1
C -2.82144 0.18257 0.82013
O 2.84316 -2.52548 6.02587
H -2.89012 5.38332 1.83951
H -0.11237 2.22197 -2.27658
H 5.45783 -2.79587 4.58257
C 5.12356 3.17905 -2.84082
H 1.32634 1.62244 2.39967
H 2.29329 -2.96210 0.09303
O -4.32048 -5.85101 -2.70004
H -4.23536 1.49798 1.69922
C -3.14867 1.49024 1.61457
H 5.79221 -3.66272 3.05221
H 3.51906 -1.55026 -1.12987
H -4.54927 -1.96668 -3.08810
O -0.72707 2.02757 4.22852
C -2.28207 4.68485 -3.13278
C -0.53868 1.32579 -1.82574
H -3.88650 -2.80471 -0.35392
H 0.91415 3.33829 2.57811
H -1.39410 6.37237 1.39860
C -1.72516 5.32929 -0.86623
C -4.02095 -1.62662 -2.19740
O 4.07861 1.68176 -0.68751
H -1.30022 4.88915 2.30147
H 4.85238 -0.90758 -0.03824
H -4.71039 -1.04406 -1.58635
O 3.14665 -3.45564 3.92708
C 3.71377 3.76261 -2.99910
O -2.56126 1.47549 2.96332
H 5.16347 -2.10836 -1.17001
H -5.85901 -7.19284 -2.33901
C 0.37504 -0.71672 -1.42405
O -1.83411 4.37151 -1.82629
O 1.34140 -1.19684 -0.50537
H -4.91652 -7.45530 -3.82084
C 0.71447 2.43327 2.00437
H 0.89472 -1.03938 6.05467
C 2.62778 -2.61455 4.84061
H 0.74784 -3.68096 1.62348
H -2.40195 -2.42389 -1.28785
C -1.27683 1.85262 3.17663
C 4.65959 1.15872 -1.65676
O -0.68876 2.12627 1.99322
O 4.83325 -0.08644 -1.88299
H 3.87353 4.83120 -3.14295
H 0.90254 -1.90453 1.83141
H -1.73814 0.11149 0.72256
H -1.74345 2.76866 -4.06424
H 5.68436 3.39600 -3.74996
H -2.84762 3.63927 -4.97768
H -2.93538 2.44429 1.13249
O 5.10440 1.78008 -2.72523
C -1.85247 5.38926 1.50584
C 5.47856 -3.76838 4.09074
O -3.44045 -3.99871 -1.99840
C -3.43876 -2.75507 -1.34647
C 1.04118 -0.79146 5.00339
O 0.55512 0.51670 -1.46117
H 5.68252 3.61253 -2.01150
C 4.55237 -1.21519 -1.03998
H -3.28671 0.36364 -0.14881
H -1.10735 0.87727 -2.64032
H -3.48009 2.89395 -3.50347
O -0.45166 -1.44504 -2.00084
H -6.09028 -6.14941 -3.74703
H 3.19563 3.41412 -3.89251
H 1.14413 2.62688 1.02152
O 1.76047 -1.78509 4.24501
H 0.07926 -0.55255 4.54981
H -3.22835 5.21621 -3.23428
O -1.73802 6.54091 -0.97918
H -3.21700 -1.02782 -2.62543
O -1.70895 4.62898 0.28574
H 6.30258 -4.33881 4.51933
C 1.29673 -2.59348 -0.15000
H 3.88160 -5.33925 3.66846
C 4.09788 -4.43378 4.23543
H -0.52959 -2.56199 1.08961
H -1.57039 5.37668 -3.58331
H 0.90530 -3.32922 -0.85255
O -5.74928 -4.19794 -2.01036
C -4.58572 -4.63474 -2.22433
H 1.72257 0.04871 5.13733
H -3.23013 -0.75045 1.20813
C -2.62024 3.40380 -3.93799
C -5.34939 -6.69884 -3.16624
C 0.54705 -2.70470 1.18222
H 3.95299 -4.72676 5.27526
H 3.09692 3.53499 -2.12974
H -1.13557 1.54855 -0.94133
*
```

Per-atom Mulliken charges, elementary charge units: atom 1 (C): -0.3359, atom 2 (O): -0.5892, atom 3 (H): 0.2606, atom 4 (H): 0.2925, atom 5 (H): 0.2903, atom 6 (C): -0.2687, atom 7 (H): 0.1610, atom 8 (H): 0.3478, atom 9 (O): -0.3387, atom 10 (H): 0.4272, atom 11 (C): -0.0022, atom 12 (H): 0.2547, atom 13 (H): -0.0304, atom 14 (H): 0.4115, atom 15 (O): -0.5910, atom 16 (C): -0.3434, atom 17 (C): -0.6506, atom 18 (H): 0.3042, atom 19 (H): 0.3590, atom 20 (H): 0.4529, atom 21 (C): 0.5022, atom 22 (C): -0.9549, atom 23 (O): -0.6268, atom 24 (H): 0.2157, atom 25 (H): 0.3358, atom 26 (H): 0.1931, atom 27 (O): -0.2961, atom 28 (C): -0.9205, atom 29 (O): -0.4396, atom 30 (H): 0.3417, atom 31 (H): 0.2789, atom 32 (C): 0.6633, atom 33 (O): -0.1559, atom 34 (O): -0.2122, atom 35 (H): 0.2366, atom 36 (C): -0.7815, atom 37 (H): 0.3959, atom 38 (C): 0.6002, atom 39 (H): 0.5139, atom 40 (H): -0.2474, atom 41 (C): 0.5662, atom 42 (C): 0.8692, atom 43 (O): 0.2250, atom 44 (O): -0.3497, atom 45 (H): 0.3937, atom 46 (H): 0.1440, atom 47 (H): -0.1748, atom 48 (H): 0.1786, atom 49 (H): 0.2709, atom 50 (H): 0.4337, atom 51 (H): -0.0892, atom 52 (O): -0.3696, atom 53 (C): -0.8347, atom 54 (C): -1.0218, atom 55 (O): -0.2852, atom 56 (C): 0.5237, atom 57 (C): -0.7357, atom 58 (O): -0.1432, atom 59 (H): 0.3277, atom 60 (C): -0.4043, atom 61 (H): 0.1017, atom 62 (H): 0.3202, atom 63 (H): 0.2879, atom 64 (O): -0.7439, atom 65 (H): 0.3171, atom 66 (H): 0.2845, atom 67 (H): 0.2657, atom 68 (O): -0.1684, atom 69 (H): 0.1481, atom 70 (H): 0.3216, atom 71 (O): -0.5892, atom 72 (H): 0.1500, atom 73 (O): -0.1090, atom 74 (H): 0.3628, atom 75 (C): -0.2543, atom 76 (H): 0.3239, atom 77 (C): -0.2538, atom 78 (H): 0.1306, atom 79 (H): 0.3586, atom 80 (H): 0.3055, atom 81 (O): -0.5914, atom 82 (C): 0.6752, atom 83 (H): 0.3477, atom 84 (H): 0.4693, atom 85 (C): -1.0480, atom 86 (C): -0.6504, atom 87 (C): -0.9584, atom 88 (H): 0.3170, atom 89 (H): 0.1677, atom 90 (H): 0.1335